Computed, not measured: 12 unconnected molecules or ions with the total composition C48H96O12, with wB97M-V/def2-TZVPD.

## Properties
Energy above the lowest of the compared OMol25 structures with the same formula, charge and spin (eV): 2.6092
E_LUMO (eV): 0.37
Kohn-Sham gap (eV): 9.563
E (Eh): -2789.1191

Last columns: bonded neighbours and bond lengths (Å).
Atoms and positions in Å:
1 C -18.36978 -0.24003 1.38922  C2 1.528, C5 1.541, H6 1.097, H7 1.090
2 C -19.58408 -0.79921 0.64869  C1 1.528, C3 1.521, H8 1.099, H9 1.088
3 C -19.16111 -0.77130 -0.81155  C2 1.521, O4 1.421, H10 1.088, H11 1.095
4 O -18.32027 0.36961 -0.91380  C3 1.421, C5 1.422
5 C -17.87962 0.80372 0.36625  C1 1.541, O4 1.422, H12 1.096, H13 1.089
6 H -17.56335 -0.97284 1.51952  C1 1.097
7 H -18.54613 0.06996 2.41943  C1 1.090
8 H -20.30708 0.01392 0.80636  C2 1.099
9 H -20.06039 -1.69096 1.05002  C2 1.088
10 H -20.02902 -0.68441 -1.46206  C3 1.088
11 H -18.59050 -1.67841 -1.03572  C3 1.095
12 H -18.38156 1.75384 0.58089  C5 1.096
13 H -16.79644 0.91058 0.38885  C5 1.089
14 C -15.84756 -0.98181 6.18499  C15 1.493, C18 1.526, H19 1.093, H20 1.090
15 C -16.55340 -0.54294 4.94424  C14 1.493, C16 1.554, H21 1.092, H22 1.091
16 C -16.49643 -1.85402 4.11142  C15 1.554, O17 1.418, H23 1.094, H24 1.095
17 O -16.28015 -2.93024 5.00978  C16 1.418, C18 1.444
18 C -16.29092 -2.43081 6.36464  C14 1.526, O17 1.444, H25 1.087, H26 1.092
19 H -16.12372 -0.42913 7.08643  C14 1.093
20 H -14.76466 -1.00013 6.05904  C14 1.090
21 H -16.03133 0.22084 4.36472  C15 1.092
22 H -17.57454 -0.20508 5.12557  C15 1.091
23 H -15.72495 -1.78067 3.33913  C16 1.094
24 H -17.43240 -2.02298 3.56878  C16 1.095
25 H -15.56823 -2.94468 6.99356  C18 1.087
26 H -17.30045 -2.49334 6.77606  C18 1.092
27 C -16.29873 3.89092 11.30220  C28 1.543, C31 1.532, H32 1.086, H33 1.092
28 C -17.80237 4.19381 11.13795  C27 1.543, C29 1.536, H34 1.091, H35 1.092
29 C -17.82983 5.00644 9.83501  C28 1.536, O30 1.394, H36 1.098, H37 1.093
30 O -16.85483 4.40781 9.03877  C29 1.394, C31 1.426
31 C -15.74910 4.11395 9.88992  C27 1.532, O30 1.426, H38 1.092, H39 1.092
32 H -16.10224 2.91128 11.72646  C27 1.086
33 H -15.86873 4.67400 11.93100  C27 1.092
34 H -18.19807 4.71647 12.01030  C28 1.091
35 H -18.33480 3.24217 11.08220  C28 1.092
36 H -17.71577 6.07167 10.07394  C29 1.098
37 H -18.80389 4.84009 9.36795  C29 1.093
38 H -15.00063 4.90875 9.85455  C31 1.092
39 H -15.23560 3.22142 9.52637  C31 1.092
40 C -12.75168 2.52726 6.84334  C41 1.535, C44 1.537, H45 1.088, H46 1.089
41 C -11.64039 1.52619 7.18772  C40 1.535, C42 1.557, H47 1.090, H48 1.089
42 C -12.29507 0.52206 8.18106  C41 1.557, O43 1.422, H49 1.089, H50 1.093
43 O -13.57599 1.07167 8.46079  C42 1.422, C44 1.405
44 C -14.00401 1.77529 7.32254  C40 1.537, O43 1.405, H51 1.088, H52 1.098
45 H -12.74573 2.72292 5.77301  C40 1.088
46 H -12.61143 3.43068 7.43422  C40 1.089
47 H -10.83421 2.08336 7.66567  C41 1.090
48 H -11.20206 1.04027 6.31689  C41 1.089
49 H -11.74063 0.46484 9.11679  C42 1.089
50 H -12.35292 -0.49917 7.79461  C42 1.093
51 H -14.87030 2.41369 7.48367  C44 1.088
52 H -14.27299 1.07548 6.52089  C44 1.098
53 C -24.24946 3.24377 3.98688  C54 1.533, C57 1.521, H58 1.094, H59 1.096
54 C -23.25517 2.08602 3.83678  C53 1.533, C55 1.529, H60 1.089, H61 1.098
55 C -22.64975 2.31035 2.45059  C54 1.529, O56 1.414, H62 1.094, H63 1.092
56 O -22.91940 3.66444 2.14757  C55 1.414, C57 1.409
57 C -23.53440 4.34364 3.21794  C53 1.521, O56 1.409, H64 1.094, H65 1.104
58 H -24.53719 3.48177 5.01505  C53 1.094
59 H -25.24034 2.97067 3.60693  C53 1.096
60 H -23.53166 1.04153 3.97290  C54 1.089
61 H -22.49227 2.30132 4.59604  C54 1.098
62 H -23.15515 1.63206 1.75731  C55 1.094
63 H -21.56667 2.17287 2.43326  C55 1.092
64 H -24.15972 5.21928 3.01773  C57 1.094
65 H -22.73458 4.86096 3.77573  C57 1.104
66 C -14.14990 6.12160 7.41561  C67 1.522, C70 1.573, H71 1.089, H72 1.086
67 C -13.09335 6.54958 8.42384  C66 1.522, C68 1.504, H73 1.092, H74 1.094
68 C -11.90372 6.93438 7.58710  C67 1.504, O69 1.428, H75 1.092, H76 1.097
69 O -11.91157 5.98698 6.51820  C68 1.428, C70 1.434
70 C -13.28472 5.84236 6.13166  C66 1.573, O69 1.434, H77 1.085, H78 1.094
71 H -14.83100 6.95668 7.26165  C66 1.089
72 H -14.68375 5.20576 7.64958  C66 1.086
73 H -12.83257 5.77991 9.15281  C67 1.092
74 H -13.45912 7.38870 9.02375  C67 1.094
75 H -10.95812 6.85997 8.12832  C68 1.092
76 H -11.88890 7.95118 7.17610  C68 1.097
77 H -13.59216 4.86789 5.76592  C70 1.085
78 H -13.41860 6.62670 5.38140  C70 1.094
79 C -19.30902 5.72792 1.50396  C80 1.531, C83 1.519, H84 1.090, H85 1.089
80 C -18.40346 6.90929 1.14437  C79 1.531, C81 1.528, H86 1.092, H87 1.095
81 C -18.98068 8.11762 1.88052  C80 1.528, O82 1.414, H88 1.099, H89 1.091
82 O -20.06330 7.61979 2.64270  C81 1.414, C83 1.412
83 C -20.54422 6.45093 2.01234  C79 1.519, O82 1.412, H90 1.099, H91 1.093
84 H -18.97511 5.08402 2.31744  C79 1.090
85 H -19.48605 5.16219 0.59097  C79 1.089
86 H -18.35192 7.05518 0.06321  C80 1.092
87 H -17.34040 6.80370 1.38630  C80 1.095
88 H -19.25907 8.87926 1.13924  C81 1.099
89 H -18.27505 8.61693 2.54672  C81 1.091
90 H -21.30619 6.65660 1.24798  C83 1.099
91 H -21.09765 5.85341 2.74057  C83 1.093
92 C -22.45468 4.76974 7.36590  C93 1.528, C96 1.514, H97 1.094, H98 1.090
93 C -22.13533 3.34566 7.81820  C92 1.528, C94 1.526, H99 1.092, H100 1.094
94 C -21.70135 3.52396 9.27050  C93 1.526, O95 1.422, H101 1.096, H102 1.093
95 O -22.09620 4.83964 9.63663  C94 1.422, C96 1.414
96 C -22.96785 5.37062 8.65746  C92 1.514, O95 1.414, H103 1.090, H104 1.098
97 H -23.20865 4.75377 6.57317  C92 1.094
98 H -21.58262 5.24397 6.91453  C92 1.090
99 H -21.37390 2.82102 7.23812  C93 1.092
100 H -23.02754 2.71749 7.73478  C93 1.094
101 H -20.60777 3.47984 9.32480  C94 1.096
102 H -22.07487 2.75540 9.95201  C94 1.093
103 H -22.86738 6.45566 8.69031  C96 1.090
104 H -24.01284 5.07241 8.81171  C96 1.098
105 C -19.25283 7.79947 5.68847  C106 1.517, C109 1.528, H110 1.092, H111 1.093
106 C -19.00673 7.55868 7.16586  C105 1.517, C107 1.515, H112 1.095, H113 1.090
107 C -20.04293 8.44126 7.83174  C106 1.515, O108 1.442, H114 1.086, H115 1.094
108 O -21.09653 8.56645 6.85529  C107 1.442, C109 1.431
109 C -20.77642 7.90503 5.62787  C105 1.528, O108 1.431, H116 1.087, H117 1.100
110 H -18.91224 7.04122 4.98091  C105 1.092
111 H -18.79765 8.74016 5.36776  C105 1.093
112 H -18.00532 7.93148 7.40334  C106 1.095
113 H -19.01859 6.48682 7.36149  C106 1.090
114 H -19.70934 9.42960 8.13319  C107 1.086
115 H -20.47752 7.84618 8.64013  C107 1.094
116 H -21.15858 8.35922 4.71720  C109 1.087
117 H -21.23945 6.90778 5.65832  C109 1.100
118 C -18.38107 3.72020 5.39674  C119 1.529, C122 1.531, H123 1.088, H124 1.091
119 C -18.60878 3.05150 4.04019  C118 1.529, C120 1.542, H125 1.090, H126 1.093
120 C -17.33996 3.36441 3.22097  C119 1.542, O121 1.437, H127 1.091, H128 1.090
121 O -16.39306 3.91942 4.14808  C120 1.437, C122 1.418
122 C -16.85172 3.71928 5.47451  C118 1.531, O121 1.418, H129 1.093, H130 1.099
123 H -18.82210 3.17541 6.22830  C118 1.088
124 H -18.68380 4.76558 5.31769  C118 1.091
125 H -19.52763 3.39245 3.56374  C119 1.090
126 H -18.62108 1.96327 4.14212  C119 1.093
127 H -17.53710 4.19920 2.54727  C120 1.091
128 H -17.02868 2.40271 2.81260  C120 1.090
129 H -16.49136 4.54852 6.08915  C122 1.093
130 H -16.35820 2.80847 5.84081  C122 1.099
131 C -12.91572 5.79887 2.16226  C132 1.555, C135 1.533, H136 1.089, H137 1.091
132 C -14.44394 5.92241 1.90510  C131 1.555, C133 1.536, H138 1.090, H139 1.088
133 C -14.63952 7.39964 1.53438  C132 1.536, O134 1.417, H140 1.089, H141 1.098
134 O -13.55872 8.10095 2.12306  C133 1.417, C135 1.426
135 C -12.41854 7.24862 2.21070  C131 1.533, O134 1.426, H142 1.088, H143 1.093
136 H -12.35662 5.19667 1.44711  C131 1.089
137 H -12.88925 5.24754 3.10280  C131 1.091
138 H -14.93689 5.77276 2.86598  C132 1.090
139 H -14.88730 5.28486 1.14342  C132 1.088
140 H -15.60772 7.74414 1.89444  C133 1.089
141 H -14.50968 7.53864 0.45333  C133 1.098
142 H -11.84011 7.41624 3.11695  C135 1.088
143 H -11.83087 7.46645 1.31576  C135 1.093
144 C -15.40342 3.45233 -3.26691  C145 1.545, C148 1.534, H149 1.089, H150 1.090
145 C -16.10124 2.95279 -1.98205  C144 1.545, C146 1.507, H151 1.094, H152 1.092
146 C -16.31516 4.25410 -1.25364  C145 1.507, O147 1.442, H153 1.089, H154 1.097
147 O -15.00829 4.84442 -1.40048  C146 1.442, C148 1.417
148 C -14.50238 4.55236 -2.69170  C144 1.534, O147 1.417, H155 1.092, H156 1.092
149 H -16.14553 3.82265 -3.97302  C144 1.089
150 H -14.92327 2.56416 -3.67747  C144 1.090
151 H -15.44826 2.37086 -1.32572  C145 1.094
152 H -16.91916 2.27175 -2.22822  C145 1.092
153 H -16.56936 4.19152 -0.19634  C146 1.089
154 H -17.03265 4.94077 -1.72029  C146 1.097
155 H -13.49812 4.13140 -2.61658  C148 1.092
156 H -14.50720 5.41887 -3.35586  C148 1.092